DFT (wB97M-V/def2-TZVPD) results for a molecular structure, C22H21AuN4S3.

LUMO energy: -7.1 eV
orbital gap: 6.57 eV
net charge: +2
energy above the lowest of the compared OMol25 structures with the same formula, charge and spin: 17.7 kJ/mol

Geometry as XYZ:
```
51
C22H21AuN4S3, DFT wB97M-V/def2-TZVPD
Au 0.234 1.206 -0.181
N 0.043 0.937 1.951
C -1.355 1.019 2.331
C -1.778 1.003 3.628
C -3.157 1.048 3.919
C -4.075 1.096 2.910
C -3.656 1.120 1.559
C -4.552 1.183 0.471
C -4.064 1.219 -0.804
C -2.680 1.207 -1.012
N -1.812 1.154 -0.017
C -2.278 1.095 1.276
H 0.619 1.491 2.574
H 0.361 -0.041 1.997
H -1.059 0.947 4.436
H -3.478 1.039 4.951
H -5.134 1.127 3.128
H -5.618 1.206 0.659
H -4.717 1.270 -1.663
H -2.291 1.241 -2.019
C 2.772 2.339 1.722
C 3.172 1.714 0.422
C 4.550 1.556 0.180
C 4.996 0.993 -0.978
C 4.069 0.644 -1.980
C 4.454 0.131 -3.240
C 3.512 -0.110 -4.198
C 2.156 0.175 -3.950
C 1.765 0.661 -2.730
S 0.117 1.193 -2.433
C 2.708 0.861 -1.712
N 2.271 1.322 -0.477
H 3.585 2.963 2.086
H 2.618 1.566 2.479
H 1.890 2.970 1.618
H 5.241 1.881 0.944
H 6.055 0.846 -1.151
H 5.504 -0.051 -3.429
H 3.801 -0.500 -5.165
H 1.425 0.026 -4.735
S 0.846 -1.786 0.179
C -0.477 -2.788 -0.030
N -0.438 -4.001 -0.556
C -1.637 -4.830 -0.420
C -2.799 -3.847 -0.341
S -2.094 -2.374 0.470
H 0.459 -4.397 -0.803
H -1.562 -5.430 0.489
H -1.733 -5.494 -1.276
H -3.622 -4.235 0.252
H -3.159 -3.565 -1.329
```

***

DFT (wB97M-V/def2-TZVPD) results for a molecular structure, C11H20N4PPd.

LUMO energy (alpha / beta): 3.2 / 2.8 eV
orbital gap (alpha / beta): 2.51 / 6.99 eV
net charge: -1
energy above the lowest of the compared OMol25 structures with the same formula, charge and spin: 0.0 kJ/mol
2S+1: 3

Geometry as XYZ:
```
37
C11H20N4PPd, DFT wB97M-V/def2-TZVPD
C 1.529 0.087 -1.259
C 2.107 1.068 -0.364
C 1.294 2.228 -0.384
C 0.204 2.015 -1.296
C 0.312 0.690 -1.846
Pd -0.078 -0.533 0.064
P 0.338 -2.561 0.888
H 1.965 -0.844 -1.611
H 3.064 0.950 0.144
H 1.558 3.210 0.048
H -0.248 0.260 -2.669
H -0.452 2.795 -1.669
H 0.143 -2.648 2.293
H 1.685 -2.951 0.663
H -0.509 -3.509 0.243
C -2.122 -0.430 2.164
N -1.627 0.484 1.085
C -1.404 1.840 1.703
N -2.649 2.347 2.337
C -3.122 1.394 3.358
N -3.373 0.076 2.763
C -4.393 0.202 1.706
N -3.965 1.153 0.653
C -2.684 0.667 0.065
C -3.709 2.458 1.307
H -1.380 -0.500 2.973
H -2.331 -1.416 1.738
H -1.141 2.549 0.912
H -0.611 1.812 2.468
H -4.059 1.772 3.791
H -2.353 1.303 4.136
H -4.545 -0.782 1.240
H -5.331 0.564 2.150
H -2.359 1.429 -0.651
H -2.887 -0.286 -0.443
H -4.639 2.796 1.788
H -3.391 3.183 0.544
```

***

DFT (wB97M-V/def2-TZVPD) results for C2H3N3O in the gas phase.

LUMO energy (alpha / beta): -0.4 / -0.4 eV
orbital gap (alpha / beta): 8.37 / 8.37 eV
energy above the lowest of the compared OMol25 structures with the same formula, charge and spin: 418.3 kJ/mol
SMILES: Oc1nc[nH]n1

Geometry as XYZ:
```
9
C2H3N3O, DFT wB97M-V/def2-TZVPD
O -1.706 0.521 0.311
C -0.856 -0.688 0.295
N 0.112 -0.666 1.247
N 1.116 -0.116 0.564
C 0.774 0.131 -0.735
N -0.398 -0.341 -0.972
H -2.420 0.347 -0.306
H 1.996 0.092 1.002
H 1.382 0.719 -1.405
```

***

DFT (wB97M-V/def2-TZVPD) results for a gas-phase ion, C8H10N3 (charge +1).

LUMO energy (alpha / beta): -5.5 / -5.5 eV
orbital gap (alpha / beta): 7.06 / 7.06 eV
net charge: +1
energy above the lowest of the compared OMol25 structures with the same formula, charge and spin: 398.9 kJ/mol
SMILES: CN(C=C=N)C1=C=[N+](C)C=C1

Geometry as XYZ:
```
21
C8H10N3, DFT wB97M-V/def2-TZVPD
C 0.772 -0.018 -1.644
C 1.094 1.249 -1.378
C -0.074 -0.443 -0.525
C -0.466 0.848 0.124
C -0.865 -1.712 1.243
C -1.103 -0.748 2.173
C 0.533 3.087 0.168
C -0.186 -2.697 -0.820
N -1.198 -0.005 3.106
N 0.342 1.729 -0.341
N -0.332 -1.568 0.023
H 1.353 -0.697 -2.354
H 1.836 1.891 -2.005
H -1.221 -2.738 1.456
H -0.466 3.469 0.552
H 1.431 3.076 0.785
H 0.853 3.674 -0.705
H 0.799 -3.167 -0.805
H -0.401 -2.412 -1.912
H -0.906 -3.530 -0.560
H -1.796 0.711 3.420
```

***

DFT (wB97M-V/def2-TZVPD) results for a molecular structure, C20H26CoN5S.

LUMO energy (alpha / beta): 3.1 / 2.8 eV
orbital gap (alpha / beta): 5.93 / 5.45 eV
net charge: -1
2S+1: 2

Geometry as XYZ:
```
53
C20H26CoN5S, DFT wB97M-V/def2-TZVPD
Co -0.178 -0.966 0.907
C 0.838 -4.931 0.116
C 0.797 -3.460 0.381
N -0.236 -2.800 0.890
N -1.346 -3.552 1.216
C -2.300 -2.789 1.679
N -3.479 -3.438 2.006
S -2.211 -1.081 1.870
C 1.887 -2.588 0.111
C 3.159 -2.986 -0.341
C 4.148 -2.046 -0.497
C 3.870 -0.702 -0.209
C 2.602 -0.374 0.212
N 1.623 -1.280 0.357
H -0.104 -5.377 0.420
H 1.647 -5.418 0.671
H 0.999 -5.145 -0.946
H -3.354 -4.420 2.202
H -4.039 -2.942 2.679
H 3.341 -4.032 -0.553
H 5.132 -2.342 -0.839
H 4.618 0.071 -0.323
H 2.310 0.645 0.429
C 1.433 3.463 1.911
C -0.099 3.463 1.876
C -0.668 2.612 3.014
C -0.597 3.138 0.477
C -1.013 4.200 -0.311
C -1.454 4.017 -1.620
C -1.493 2.727 -2.143
C -1.103 1.626 -1.401
C -1.120 0.254 -2.034
C 0.035 0.094 -3.025
C -2.462 -0.086 -2.682
C -0.612 1.798 -0.052
N -0.153 0.783 0.678
H 1.803 3.779 2.891
H 1.846 4.129 1.151
H 1.804 2.456 1.717
H -0.432 4.488 2.066
H -0.362 1.573 2.920
H -1.761 2.633 3.012
H -0.321 3.012 3.973
H -0.996 5.201 0.112
H -1.780 4.864 -2.213
H -1.842 2.581 -3.161
H -0.957 -0.465 -1.232
H -0.059 0.802 -3.855
H 0.051 -0.920 -3.438
H 0.995 0.276 -2.534
H -2.668 0.541 -3.556
H -3.277 0.042 -1.967
H -2.463 -1.129 -3.013
```

***

DFT (wB97M-V/def2-TZVPD) results for a molecular structure, C19H23AsNPb.

LUMO energy: 2.8 eV
orbital gap: 3.97 eV
net charge: -1
energy above the lowest of the compared OMol25 structures with the same formula, charge and spin: 106.6 kJ/mol

Geometry as XYZ:
```
45
C19H23AsNPb, DFT wB97M-V/def2-TZVPD
C -2.851 0.657 -1.944
Pb -3.156 1.474 0.302
N -2.401 1.810 2.827
H -4.891 1.316 0.723
H -2.623 1.011 3.420
H -2.286 2.768 -0.768
H -3.756 1.074 -2.416
H -2.875 -0.445 -1.950
H -1.983 1.010 -2.504
H -1.400 1.987 2.940
H -2.913 2.622 3.176
C 0.808 -2.925 -3.335
C -0.214 -3.202 -2.414
C -0.501 -2.295 -1.389
C 0.218 -1.092 -1.301
C 1.263 -0.827 -2.194
C 1.550 -1.744 -3.216
As -0.369 0.181 0.083
C 0.138 -0.937 1.624
C -0.900 -1.299 2.505
C -0.677 -2.269 3.487
C 0.571 -2.903 3.580
C 1.598 -2.554 2.688
C 1.380 -1.579 1.698
C 0.949 1.590 -0.313
C 2.014 1.872 0.550
C 2.866 2.952 0.251
C 2.632 3.753 -0.879
C 1.547 3.472 -1.725
C 0.700 2.397 -1.435
H 1.021 -3.631 -4.147
H -0.786 -4.127 -2.489
H -1.275 -2.522 -0.652
H 1.859 0.081 -2.095
H 2.357 -1.528 -3.920
H -1.904 -0.871 2.374
H -1.486 -2.552 4.162
H 0.736 -3.682 4.338
H 2.567 -3.059 2.750
H 2.166 -1.368 0.960
H 2.157 1.280 1.462
H 3.707 3.180 0.918
H 3.292 4.603 -1.100
H 1.355 4.101 -2.597
H -0.202 2.222 -2.035
```

***

DFT (wB97M-V/def2-TZVPD) results for a molecular structure, C2H3ClINO.

LUMO energy: 0.0 eV
orbital gap: 9.51 eV
energy above the lowest of the compared OMol25 structures with the same formula, charge and spin: 57.5 kJ/mol

Geometry as XYZ:
```
9
C2H3ClINO, DFT wB97M-V/def2-TZVPD
C 0.137 0.698 0.090
C -0.198 -0.742 0.634
N 0.833 0.675 -1.023
O -0.261 1.608 0.685
Cl -0.380 -1.892 -0.656
I -2.067 -0.542 1.764
H 0.449 -1.055 1.478
H 0.705 -0.289 -1.441
H 0.782 1.539 -1.531
```

***

DFT (wB97M-V/def2-TZVPD) results for C5H8N2 in the gas phase.

LUMO energy: 1.2 eV
orbital gap: 8.56 eV
energy above the lowest of the compared OMol25 structures with the same formula, charge and spin: 194.7 kJ/mol
SMILES: Cn1cccc1N

Geometry as XYZ:
```
15
C5H8N2, DFT wB97M-V/def2-TZVPD
C -0.965 -1.521 0.196
N -0.325 -0.186 0.751
C 0.963 -0.760 0.726
C 1.731 -0.193 -0.219
C 1.009 0.961 -0.698
C -0.213 0.952 -0.101
N -1.281 1.852 -0.264
H -1.621 -1.217 -0.605
H -0.316 -2.333 -0.221
H -1.476 -1.956 1.048
H 1.119 -1.577 1.410
H 2.698 -0.537 -0.547
H 1.407 1.715 -1.366
H -1.757 2.086 0.600
H -0.973 2.713 -0.708
```

***

DFT (wB97M-V/def2-TZVPD) results for C5H4O in the gas phase.

LUMO energy (alpha / beta): 0.8 / 0.8 eV
orbital gap (alpha / beta): 7.95 / 7.95 eV
energy above the lowest of the compared OMol25 structures with the same formula, charge and spin: 503.5 kJ/mol
SMILES: C1=C2C=C2CO1

Geometry as XYZ:
```
10
C5H4O, DFT wB97M-V/def2-TZVPD
C 1.269 -0.991 -0.985
C 0.591 -0.010 1.522
C 1.346 -0.508 0.319
C 0.349 -0.104 -0.831
C -0.805 0.649 -0.267
O -0.427 0.867 1.131
H 1.677 -1.721 -1.613
H 0.900 0.129 2.466
H -1.130 1.573 -0.844
H -1.489 -0.170 -0.065
```